# 1
Computed, not measured: a cluster of 6 separate species, C28H62N2O4 in total in a non-equilibrium geometry, with ωB97M-V/def2-TZVPD.

The geometry in XYZ format:
```
96
Properties=species:S:1:pos:R:3:forces:R:3:lowdin_charge:R:1
C 1.58657 -2.08843 4.79914 0.3707 0.0197 0.1565 -0.178
C 1.38843 -0.59728 4.99682 -1.5070 0.1322 0.4023 -0.192
C 1.97492 -0.34077 6.38851 1.0636 -1.7484 -0.4532 -0.129
O 1.83345 -1.67675 7.08168 0.4078 1.8772 0.1043 -0.149
C 1.37767 -2.68031 6.18679 0.1188 0.7410 -0.5156 -0.221
H 2.63703 -2.18626 4.52517 0.0102 -0.5968 -0.2659 0.117
H 0.91316 -2.53130 4.06533 0.2356 0.0870 -0.1700 0.106
H 0.30946 -0.44352 5.01391 -0.1943 0.3568 0.0390 0.113
H 1.77052 -0.02632 4.15059 0.3071 0.1288 0.4086 0.080
H 1.69916 0.51293 7.00759 -1.1618 -0.4662 0.0375 0.112
H 3.03235 -0.11135 6.25690 0.4678 -0.5631 0.0358 0.104
H 0.32972 -2.89084 6.40023 -0.1876 -0.0777 -0.0939 0.115
H 1.95105 -3.60213 6.28470 0.0945 0.0602 0.3682 0.116
C 4.95256 1.81417 -0.11229 -0.5491 -0.8181 -0.3270 -0.172
C 4.75071 2.17521 -1.56110 -1.2425 0.5787 -1.4196 -0.152
C 3.27407 1.68171 -1.78585 0.0944 0.6328 0.6634 -0.195
O 3.14535 0.53244 -1.00633 1.2163 -2.1443 1.8188 -0.180
C 4.27068 0.41824 -0.07580 0.1374 1.6939 -0.5323 -0.155
H 4.39211 2.55376 0.45954 0.3011 -0.0552 0.4346 0.102
H 6.01282 1.75431 0.13344 -0.1709 0.1643 0.3702 0.116
H 5.44152 1.73165 -2.27812 0.0479 -0.4098 0.2285 0.111
H 4.85199 3.25084 -1.70560 -0.1950 0.0712 -0.0942 0.108
H 2.82391 1.38737 -2.73390 0.7922 0.5031 -0.5733 0.115
H 2.56495 2.36206 -1.31427 0.1111 0.8231 -0.3779 0.087
H 5.07129 -0.21837 -0.45240 -0.4973 -0.8189 -0.0270 0.114
H 3.92405 0.14671 0.92130 -0.0870 -0.2609 -0.2016 0.109
C 0.25618 -0.86123 -3.94766 0.1474 0.9378 0.2573 -0.165
C 1.64441 -1.47473 -3.85672 0.8049 -0.0375 2.1412 -0.187
C 2.16544 -1.75614 -5.22088 -1.4159 1.0341 -1.1421 -0.188
O 0.91991 -1.99337 -5.92713 -0.3465 -0.1196 -0.3366 -0.156
C -0.06792 -1.03945 -5.42817 0.2091 -1.3298 0.6396 -0.167
H 0.19374 0.17583 -3.61799 0.5061 0.3448 -0.3974 0.106
H -0.43411 -1.27285 -3.21135 -0.1205 -0.7391 -0.4449 0.081
H 1.52752 -2.42181 -3.32996 0.2025 -0.2065 -0.0326 0.110
H 2.33496 -0.89317 -3.24596 0.0307 0.1185 0.0718 0.096
H 2.91635 -2.54446 -5.27366 -0.6317 -0.4813 -0.1714 0.121
H 2.59329 -0.91355 -5.76411 0.4087 0.4901 0.4615 0.115
H -1.04007 -1.52768 -5.49635 0.0294 0.1358 -0.6167 0.112
H -0.05091 -0.07937 -5.94398 0.1392 -0.1339 -0.3391 0.115
C 0.78769 -1.45545 0.93516 -1.4718 -0.5538 0.4997 -0.127
C 0.02709 -0.28957 1.63144 1.7973 0.8159 0.6447 -0.145
C -0.28932 0.56614 0.44196 -0.2368 1.2348 1.0970 -0.292
O -0.58478 -0.29886 -0.54488 -0.4741 -3.0977 -3.1898 -0.129
C -0.16517 -1.66560 -0.22757 0.4324 0.8819 -0.1817 -0.158
H 0.87434 -2.35872 1.53907 -0.0340 0.0454 0.1452 0.103
H 1.77990 -1.22308 0.54835 -0.0983 0.5379 0.2171 0.102
H 0.72632 0.27859 2.24492 -0.1623 -0.1295 0.4300 0.069
H -0.87365 -0.49065 2.21138 0.1717 -0.7098 -0.0716 0.127
H 0.56398 1.20214 0.20647 0.2598 0.1394 -0.2039 0.102
H -1.18155 1.18867 0.50894 0.0746 0.4261 0.6330 0.123
H 0.34915 -2.13081 -1.06849 -0.1821 0.2412 -0.3054 0.106
H -1.03915 -2.26608 0.02485 -0.1167 0.0504 0.0966 0.115
C -4.74148 -4.63414 0.14177 -0.7519 -0.0366 -0.2295 -0.092
C -5.35012 -3.78270 -1.00623 0.9716 -1.3340 1.9516 -0.280
N -4.34244 -2.84952 -1.48304 -0.3330 -0.3945 -0.8760 -0.167
C -5.07675 -1.89085 -2.29097 2.1008 2.3179 -1.0617 -0.265
C -4.10384 -0.74530 -2.78833 -0.8696 -0.9518 0.6110 -0.075
C -3.10375 -3.45277 -2.11087 -1.0601 -0.6347 0.1547 -0.219
C -3.34187 -4.24795 -3.40247 -0.1441 0.3381 -0.0121 -0.080
H -5.50489 -5.25302 0.61324 -0.2557 0.1258 0.0540 0.063
H -4.40323 -3.90101 0.87405 0.3681 -0.3062 0.1075 0.074
H -3.97079 -5.35804 -0.12299 0.2518 0.3772 -0.2202 0.058
H -5.89460 -4.40281 -1.71835 0.3601 -0.1497 -0.6816 0.107
H -6.14896 -3.24920 -0.49113 0.0720 0.5513 -0.2148 0.107
H -5.51757 -2.21962 -3.23207 -0.4057 -0.8683 0.0502 0.103
H -5.85476 -1.41933 -1.69059 -0.0188 -0.2376 0.1146 0.109
H -3.53691 -0.39047 -1.92766 0.1389 0.1995 -0.1750 0.068
H -3.43651 -1.15435 -3.54690 0.1401 0.1430 0.0372 0.047
H -4.68649 0.05555 -3.24359 0.0766 0.0728 0.0777 0.066
H -2.64350 -4.16207 -1.42299 -0.2349 0.2541 0.4791 0.093
H -2.34518 -2.68628 -2.26948 -0.2948 0.2256 -0.0160 0.083
H -4.05287 -5.06775 -3.29994 -0.3123 0.2065 0.2689 0.067
H -2.44013 -4.75643 -3.74367 0.2526 0.3886 -0.0814 0.073
H -3.70718 -3.55524 -4.16062 0.0448 -0.2575 -0.3292 0.063
C 1.80946 2.82521 2.79181 -0.6170 -0.0849 1.0164 -0.069
C 0.36729 3.32436 2.57372 1.7583 0.6778 -0.4359 -0.233
N 0.25930 4.37129 1.54270 -0.9984 -1.1102 0.6255 -0.142
C -1.16464 4.64176 1.37744 -1.4363 0.9634 -1.0924 -0.305
C -1.88801 5.44440 2.45133 1.8013 -0.0254 0.2098 -0.078
C 0.77057 4.03482 0.20999 0.2490 0.9757 -0.2463 -0.266
C 1.22946 5.31539 -0.50912 -0.4443 -0.2034 -0.6893 -0.078
H 2.47185 3.50259 3.33079 -0.2332 0.3563 -0.0889 0.076
H 2.38126 2.45643 1.94025 -0.4672 -0.1512 -0.1709 0.051
H 1.58079 2.01739 3.48695 0.7866 -0.4120 0.0163 0.043
H -0.23862 2.42941 2.43210 -0.4297 -0.0132 -0.5722 0.095
H 0.02062 3.76853 3.50679 0.1053 -0.0330 0.0627 0.108
H -1.82647 3.78471 1.25272 0.4995 -1.1241 -0.0478 0.107
H -1.30072 5.12265 0.40879 0.1358 0.4591 0.0229 0.105
H -1.33204 6.37434 2.57070 -0.3521 0.2954 0.1727 0.075
H -1.71895 4.86319 3.35782 -0.6747 0.2950 0.3670 0.057
H -2.94139 5.61585 2.22977 0.1694 -0.1385 0.0632 0.078
H 1.59481 3.32348 0.15781 -0.0383 0.0260 0.6740 0.071
H -0.02883 3.58573 -0.37941 -0.0983 -0.2068 -0.1830 0.106
H 2.21215 5.70414 -0.24207 0.0200 -0.3244 0.1840 0.070
H 1.19865 5.08429 -1.57390 0.4536 0.0546 -0.2285 0.068
H 0.53412 6.15084 -0.42779 -0.1924 -0.1115 0.4141 0.065
```
Positions in Å, forces in eV/Å.

Summary:
Energy above the lowest of the compared OMol25 structures with the same formula, charge and spin, kJ/mol: 230.3
SMILES: CCN(CC)CC.CCN(CC)CC.C1CCOC1.C1CCOC1.C1CCOC1.C1CCOC1
M, g/mol: 490.814
E_LUMO, eV: 0.649
Highest occupied orbital energy, eV: -8.455
Orbital gap, eV: 9.1

# 2
Computed, not measured: a structure of composition C33H36IrN3O10Si2Te in a non-equilibrium geometry, with ωB97M-V/def2-TZVPD.

The geometry in XYZ format:
```
86
Properties=species:S:1:pos:R:3:forces:R:3:lowdin_charge:R:1
Ir 0.63502 -0.01866 0.10293 0.8326 -4.1530 2.8315 0.976
O -2.44359 2.49329 -2.23616 0.2355 -0.2462 -0.3615 0.136
C -1.47164 1.71088 -1.74136 -0.5888 0.9942 2.7360 -0.435
O -1.24206 1.65827 -0.52840 -0.4528 0.3918 -1.8415 0.007
C -0.71758 0.94506 -2.70364 1.2995 -1.3880 -1.2993 -0.174
C -0.89297 0.97504 -4.09633 -0.4069 0.2685 1.0369 0.025
C -0.08846 0.19471 -4.89358 0.8170 -0.7387 0.0612 -0.021
C 0.89048 -0.61677 -4.30125 -0.7244 0.5737 -0.2255 0.044
C 0.99943 -0.59458 -2.92335 0.2537 -0.1483 0.2513 -0.252
N 0.22794 0.15203 -2.14262 -0.0811 1.8926 0.0942 0.013
C 1.99710 -1.43825 -2.15589 -0.0258 0.0651 0.3987 -0.662
O 2.80700 -2.13244 -2.72938 0.1533 -0.1443 -0.5719 0.078
O 1.86567 -1.36735 -0.87712 -0.1154 0.2614 -0.2730 -0.274
H -2.86445 2.98276 -1.51312 0.1738 -0.1770 0.0798 0.139
H -1.65918 1.60749 -4.51430 -0.0740 0.0665 -0.0504 0.120
H -0.20357 0.19812 -5.96743 -0.0453 0.0508 -0.0480 0.114
H 1.55434 -1.24612 -4.87292 0.0669 -0.0514 0.0069 0.129
Te -0.87119 -2.78986 -1.40348 -0.6033 -1.5728 0.3747 1.491
C -0.40621 -4.70079 -2.28764 -0.2929 0.6831 -0.0209 -0.482
C 0.30022 -5.66553 -1.58955 0.0727 0.0623 0.1220 -0.134
C 0.55324 -6.89702 -2.17126 0.0307 -0.0617 0.0147 -0.087
C 0.09744 -7.16688 -3.45069 0.0026 -0.0691 -0.0426 -0.093
C -0.60458 -6.20121 -4.15239 0.0287 -0.0709 -0.0855 -0.093
C -0.85340 -4.96819 -3.57344 -0.0233 0.0224 -0.0851 -0.150
C -2.50029 -3.66280 -0.30192 0.3288 0.3098 -0.4658 -0.526
C -2.27205 -4.35523 0.87788 0.2281 -0.0213 -0.0167 -0.156
C -3.33444 -4.80926 1.63997 -0.0019 -0.0054 0.0829 -0.091
C -4.63356 -4.56635 1.22727 -0.0981 -0.0247 0.1164 -0.090
C -4.86656 -3.89353 0.04095 -0.1192 0.0070 0.0797 -0.088
C -3.80291 -3.44449 -0.72115 -0.0165 0.0610 -0.1015 -0.152
H 0.65885 -5.45506 -0.59315 0.0750 0.0328 0.0995 0.093
H 1.11802 -7.64299 -1.63007 0.0078 -0.0441 0.0558 0.102
H 0.29076 -8.12891 -3.90259 0.0314 -0.0662 -0.0329 0.100
H -0.95449 -6.40805 -5.15377 -0.0367 -0.0104 -0.0686 0.100
H -1.40097 -4.21604 -4.12465 -0.0379 0.0364 -0.0071 0.084
H -1.25743 -4.51973 1.21164 0.1054 -0.0320 0.0540 0.093
H -3.15014 -5.32951 2.56880 0.0311 -0.0738 0.0615 0.104
H -5.46262 -4.88905 1.83971 -0.0781 -0.0731 0.0196 0.101
H -5.87933 -3.70294 -0.27845 -0.1288 0.0151 -0.0728 0.101
H -3.98565 -2.90116 -1.63504 -0.0358 0.0503 -0.1281 0.088
O -0.66269 0.15243 3.30991 0.4083 -0.1397 0.3643 -0.088
C -0.08897 1.26478 2.92722 0.1007 0.0550 -1.0742 -0.501
O 0.32874 1.44801 1.79297 -0.6582 0.6404 0.2412 -0.035
C -0.02031 2.27800 4.00839 0.1080 0.3397 0.5154 -0.094
C 0.19509 1.84960 5.31495 0.1318 0.5350 0.4812 0.098
C 0.18314 2.77777 6.36272 -0.3055 0.1560 -1.9646 -0.109
C -0.10752 4.11596 6.13414 -0.0193 0.1853 0.0702 0.112
C -0.35379 4.51972 4.82802 0.4704 -2.0001 -0.0840 -0.111
C -0.28407 3.61578 3.75828 0.0326 0.4209 0.4169 0.108
N -0.70253 5.87708 4.53607 -0.4376 1.5740 -0.3799 -0.347
O -0.92554 6.15751 3.36566 0.1094 -0.0507 0.5865 0.086
O -0.77056 6.66659 5.46371 0.0790 -0.3817 -0.3091 0.099
N 0.46897 2.31211 7.68812 0.3117 -0.6403 1.4523 -0.346
O 0.39500 3.10898 8.60868 0.0112 -0.2289 -0.4389 0.100
O 0.77026 1.13249 7.80939 -0.1434 0.5720 0.0223 0.090
H 0.40721 0.81770 5.53851 -0.0396 -0.1339 -0.0206 0.134
H -0.13840 4.82455 6.95163 -0.0223 -0.0541 -0.0674 0.138
H -0.46348 3.98433 2.76222 -0.0053 -0.0806 -0.1588 0.139
C 3.15929 0.46961 2.92528 -0.3245 -0.5087 -0.2531 -0.169
Si 2.59295 -1.30144 2.47239 0.6163 -0.1845 0.4276 0.485
C 3.98293 -2.10691 1.42472 -0.7180 0.2754 0.3482 -0.167
C 2.28185 -2.29388 4.08005 0.3731 0.4142 -0.5419 -0.182
C 0.95610 -1.35965 1.56354 0.6573 3.0915 -2.8108 -0.212
Si -2.28569 -0.26892 3.13702 -0.9885 -0.5834 -0.6763 0.545
C -2.38485 -1.77204 4.28782 -0.0867 0.7308 -0.3696 -0.127
C -2.55024 -0.70484 1.30820 0.0335 0.2570 0.8492 -0.137
C -3.29910 1.28743 3.58922 0.5347 -0.6077 0.0752 -0.135
H 4.22479 0.49951 3.13434 0.1859 -0.1467 0.0834 0.029
H 2.64826 0.85651 3.80159 -0.1308 0.0472 0.2578 0.008
H 2.97271 1.16491 2.11147 -0.0568 0.0164 -0.2106 0.020
H 4.85591 -2.33437 2.02784 0.1374 0.0411 0.2759 0.023
H 4.28323 -1.43734 0.62591 -0.0215 0.1545 -0.1423 0.026
H 3.65679 -3.02845 0.95611 -0.1505 -0.1709 -0.0956 0.026
H 3.15072 -2.26051 4.72741 0.2356 0.0123 0.1992 0.022
H 2.08042 -3.33632 3.86313 -0.0826 -0.2643 -0.1228 0.022
H 1.44012 -1.90021 4.63924 -0.2417 0.1460 0.0945 0.008
H 0.47101 -2.33234 1.48991 -0.4191 0.0234 -0.0110 -0.021
H -1.98316 -2.65128 3.79358 0.0850 -0.0892 -0.2169 0.024
H -3.40655 -1.99461 4.57245 -0.2729 -0.0553 0.0331 0.029
H -1.81147 -1.61927 5.19649 0.0874 0.1396 0.1833 0.029
H -2.51425 -1.77803 1.15718 0.0211 -0.0940 0.1138 -0.005
H -1.74718 -0.26524 0.70629 -0.0482 -0.0519 0.1130 -0.029
H -3.49382 -0.34860 0.90989 -0.3081 0.1137 0.0329 0.043
H -3.03332 1.70144 4.55977 0.0738 -0.0163 0.1670 0.027
H -4.36541 1.08257 3.61166 -0.1581 -0.1395 -0.0748 0.032
H -3.13170 2.06859 2.84791 0.0478 0.0087 -0.1596 0.035
```
Positions in Å, forces in eV/Å.

Summary:
M, g/mol: 1010.651
E_LUMO (spin up / spin down), eV: -1.606 / -1.606
Highest occupied orbital energy (spin up / spin down), eV: -6.990 / -6.996
Orbital gap (spin up / spin down), eV: 5.4 / 5.4

# 3
Computed, not measured: a cluster of 2 separate species, C3H9NOS in total in a non-equilibrium geometry, with ωB97M-V/def2-TZVPD.

The geometry in XYZ format:
```
15
Properties=species:S:1:pos:R:3:forces:R:3:lowdin_charge:R:1
C 1.96710 0.12838 -0.83421 0.4582 0.3586 0.8516 -0.432
S 0.88381 -1.15075 -0.13207 -0.4609 0.1493 -0.2404 0.708
C 0.06934 -1.81494 -1.62190 -0.7012 0.4916 -0.1545 -0.418
H 1.45486 0.75074 -1.60564 0.7223 -1.3056 -0.3003 0.050
H 2.09112 0.97142 -0.11815 0.1746 -1.0162 0.2608 0.030
H 2.93975 -0.45338 -0.94381 -1.0875 1.6164 -0.8362 0.044
H -1.03670 -1.72524 -1.49073 0.8551 -0.7640 0.0967 0.038
H 0.45966 -2.79336 -1.91091 -0.4731 -0.0723 0.3820 0.025
H 0.22280 -1.19212 -2.49477 0.4446 0.4518 0.0109 0.024
C -1.39333 1.73267 1.19120 0.4311 1.0218 1.0151 -0.435
N -1.75951 0.50450 1.64248 0.1171 -1.5982 -0.3343 0.092
O -0.76048 2.00614 0.19966 -0.0325 -0.2760 0.2208 0.011
H -1.59663 2.48840 2.01137 -0.3479 -0.0761 -1.0108 0.131
H -2.69643 0.34106 1.96581 0.0094 0.3877 0.4989 0.088
H -1.32070 -0.33804 1.26678 -0.1095 0.6312 -0.4603 0.042
```
Positions in Å, forces in eV/Å.

Summary:
Energy above the lowest of the compared OMol25 structures with the same formula, charge and spin, kJ/mol: 111.6
SMILES: NC=O.CSC
M, g/mol: 107.178
E_LUMO, eV: 0.878
Highest occupied orbital energy, eV: -8.447
Orbital gap, eV: 9.3

# 4
Computed, not measured: a cluster of 5 separate species, C2H12O5 in total in a non-equilibrium geometry, with ωB97M-V/def2-TZVPD.

The geometry in XYZ format:
```
19
Properties=species:S:1:pos:R:3:forces:R:3:lowdin_charge:R:1
C 1.26812 -0.55209 3.64173 0.1242 -0.8517 0.4122 0.001
C 0.86461 -0.30342 2.40792 -0.2044 1.4421 0.3323 -0.287
O -0.45957 -0.18354 2.11448 -0.2382 -0.5404 -0.4134 -0.023
H 2.29325 -0.43925 3.95840 0.1622 -0.2421 -0.3609 0.046
H 0.59721 -0.98875 4.37617 -0.1529 0.4640 -0.0407 0.061
H 1.54399 0.04470 1.64161 0.1283 -0.0649 -0.1356 0.095
H -0.60504 0.29069 1.28207 0.0954 -0.1279 0.1892 0.071
H -1.14613 2.99035 1.25137 -0.0915 -0.0450 -0.0892 0.043
H -2.31418 2.26959 1.89631 -0.0190 -0.0920 -0.0561 0.046
O -1.84641 2.35531 1.05769 0.1871 0.0541 0.1172 -0.052
H 1.86835 0.98303 -0.75286 0.0404 -0.0741 -0.0045 0.039
H 1.35510 1.20264 -2.16838 -0.1208 -0.0092 -0.0126 0.051
O 1.23566 0.64263 -1.39311 0.0270 0.0031 -0.0483 -0.047
H -1.11016 -0.38447 -3.41040 -0.3044 0.1621 -0.2274 0.021
H -0.36990 -0.47308 -4.69403 -0.1688 0.0874 -0.2669 0.034
O -1.14003 -0.03066 -4.31474 0.5078 -0.3235 0.5267 -0.068
H -0.25652 -2.30236 -1.22458 0.0401 0.0212 0.0384 0.034
H 0.76793 -1.46918 -2.00064 -0.0104 -0.0776 0.2559 -0.005
O 0.33445 -2.33427 -1.98270 -0.0023 0.2143 -0.2163 -0.060
```
Positions in Å, forces in eV/Å.

Summary:
Energy above the lowest of the compared OMol25 structures with the same formula, charge and spin, kJ/mol: 102.5
SMILES: C=CO.O.O.O.O
M, g/mol: 116.113
E_LUMO, eV: 0.072
Highest occupied orbital energy, eV: -9.059
Orbital gap, eV: 9.1

- M of number 4 (C2H12O5)?
  116.113 g/mol